No. 1
The following is a DFT calculation (ωB97M-V/def2-TZVPD) of one molecule with the formula C4H5N3O.

Values from the calculation:
SMILES: Nc1[nH]nc2c1OC2
Net charge: 0
Spin multiplicity: 1
Kohn-Sham gap (eV): 8.79

Structure (XYZ):
```
13
Properties=species:S:1:pos:R:3:forces:R:3
N -0.284974 1.410807 1.904223 1.524 9.168 4.922
C -0.164385 0.506527 1.011694 2.190 -2.964 -7.473
N -0.439546 -0.734011 1.324887 2.338 -6.243 5.774
N -0.223183 -1.786849 0.447322 -0.648 1.535 -2.327
C 0.054745 -1.063837 -0.687300 -0.231 -0.426 0.854
C 0.306981 0.260041 -0.370199 -2.334 1.059 -0.567
O 0.117579 0.731238 -1.740012 1.157 1.172 0.142
C 0.123942 -0.570056 -2.296766 0.391 -2.454 -0.157
H -0.680258 2.366137 1.530924 0.887 -2.555 0.863
H 0.651208 1.784031 2.494301 -3.020 -1.775 -2.104
H -0.036484 -1.147955 2.384277 -2.099 1.833 -3.623
H -0.491569 -0.707493 -3.300930 -0.078 0.300 2.865
H 1.065945 -1.048583 -2.702421 -0.078 1.351 0.830
```
Forces are in eV/Å.

No. 2
The following is a DFT calculation (ωB97M-V/def2-TZVPD) of C14H15CdF6N4O10S2 as an isolated structure.

Values from the calculation:
Net charge: -1
Spin multiplicity: 1
Kohn-Sham gap (eV): 9.44

Structure (XYZ):
```
52
Properties=species:S:1:pos:R:3:forces:R:3
Cd -0.444438 0.310609 -0.430575 0.202 0.239 -0.092
O -1.597356 2.735825 -1.782675 0.023 -0.019 -0.008
C -2.154271 3.609353 -0.822604 0.028 0.019 -0.039
C -1.429385 3.540518 0.507320 -0.034 -0.011 -0.007
N -1.322413 2.181181 1.028261 0.022 -0.026 0.028
C -2.577186 1.694865 1.588493 0.018 0.065 0.022
C -2.665466 0.164619 1.704763 0.147 -0.054 -0.154
O -3.405487 -0.295514 2.559930 -0.066 -0.012 0.092
O -1.983761 -0.516754 0.855346 -0.124 -0.073 -0.047
C -0.206508 2.099533 1.965824 -0.031 -0.004 0.021
C 1.157277 2.113488 1.250604 -0.009 0.039 -0.107
O 2.154792 2.309155 1.947999 0.145 -0.030 0.100
O 1.154503 1.874757 -0.003919 -0.051 -0.118 -0.015
H -0.658743 2.936341 -1.897769 -0.044 -0.045 0.015
H -3.199487 3.314074 -0.725701 -0.001 -0.015 -0.002
H -2.141543 4.647790 -1.174399 -0.016 0.009 0.012
H -1.934210 4.199120 1.232267 0.024 0.012 -0.001
H -0.416337 3.923986 0.368012 -0.010 -0.007 -0.007
H -3.386613 1.981666 0.914190 -0.033 0.014 0.029
H -2.792437 2.131882 2.570860 0.013 -0.008 0.002
H -0.266643 1.155555 2.514752 -0.011 -0.009 -0.002
H -0.225118 2.908593 2.706880 0.009 -0.020 0.010
F 0.687418 -4.716019 -1.994002 0.015 -0.022 -0.014
C -0.043932 -4.038881 -2.883266 0.024 -0.064 0.028
F -0.022770 -4.697514 -4.040616 -0.008 -0.017 -0.021
F -1.299564 -3.992987 -2.445458 -0.017 0.028 0.023
S 0.680938 -2.357645 -3.079359 -0.085 0.221 0.078
O 0.700381 -1.806833 -1.740895 -0.072 -0.164 -0.166
O 1.926090 -2.588310 -3.740959 -0.076 0.026 0.036
N -0.401374 -1.710799 -4.043356 0.090 0.136 0.063
S -1.089287 -0.329845 -3.770670 0.113 -0.227 -0.082
O -1.503029 0.295328 -4.983305 0.058 -0.005 0.056
O -0.378065 0.486838 -2.796233 -0.196 -0.026 0.245
C -2.670646 -0.788760 -2.931162 0.015 0.142 0.019
F -2.430847 -1.523126 -1.844627 0.068 -0.013 -0.008
F -3.321136 0.311469 -2.550198 -0.023 -0.007 -0.077
F -3.440643 -1.483618 -3.761845 -0.046 -0.046 0.003
N 4.635316 0.442852 2.166824 -0.032 0.104 -0.109
C 4.489670 -0.898685 2.218497 -0.096 -0.023 0.194
O 5.391387 -1.666121 2.515479 0.050 -0.014 -0.051
C 3.101398 -1.394379 1.941427 0.036 0.052 -0.069
C 2.640278 -2.554641 2.540928 -0.031 -0.044 0.053
C 1.321782 -2.931658 2.345065 0.028 0.020 0.002
C 0.506024 -2.131227 1.561981 -0.023 0.042 0.018
N 0.964818 -1.040124 0.945348 -0.018 -0.022 -0.033
C 2.239314 -0.696849 1.112117 0.006 0.000 0.026
H 5.553843 0.809101 2.346715 -0.012 0.001 0.025
H 3.856446 1.089465 2.064199 0.001 -0.033 -0.034
H 3.313656 -3.129219 3.163783 0.009 0.000 -0.003
H 0.916128 -3.819226 2.809545 -0.004 -0.005 0.001
H -0.548815 -2.336019 1.429354 0.003 -0.020 -0.025
H 2.566042 0.176808 0.566805 0.024 0.034 -0.028
```
Forces are in eV/Å.

No. 3
The following is a DFT calculation (ωB97M-V/def2-TZVPD) of C27H21Cl2N4O4Pb as an isolated structure.

Values from the calculation:
Net charge: -1
Spin multiplicity: 1
Kohn-Sham gap (eV): 6.91

Structure (XYZ):
```
59
Properties=species:S:1:pos:R:3:forces:R:3
Pb 0.437510 -0.237389 0.907454 0.136 0.026 -0.001
Cl -3.351996 5.237949 -1.601016 -0.001 0.002 0.000
C -2.648569 4.121236 -0.464044 -0.002 -0.010 -0.037
C -2.322782 2.847263 -0.900014 -0.012 0.011 0.016
C -1.751190 1.912470 -0.038890 -0.027 -0.001 0.041
N -1.330469 0.642135 -0.450579 0.025 0.084 0.028
C -1.866562 0.050078 -1.517559 -0.006 -0.059 -0.089
O -2.790180 0.437317 -2.246340 -0.011 0.013 0.032
C -1.244707 -1.285832 -1.890836 0.002 -0.035 -0.027
C -1.976129 -2.163526 -2.685533 0.018 0.017 0.009
C -1.408321 -3.374495 -3.032265 -0.002 -0.007 -0.010
C -0.123764 -3.667928 -2.594553 0.008 0.006 -0.003
C 0.533094 -2.726191 -1.823106 0.026 0.028 -0.017
N -0.011385 -1.562817 -1.482463 -0.056 -0.014 0.062
C -1.510941 2.279397 1.313009 -0.002 -0.021 -0.022
C -1.856199 3.564660 1.727219 0.016 -0.012 -0.014
C -2.415509 4.478606 0.848626 0.004 0.018 0.047
Cl -2.816718 6.066470 1.442095 0.001 -0.001 -0.006
N -0.876574 1.339074 2.139663 0.024 0.084 -0.016
C -0.970948 1.421022 3.469856 -0.053 -0.024 0.037
O -1.636286 2.201923 4.160317 -0.001 0.014 -0.040
C -0.171076 0.378351 4.236719 -0.003 0.021 -0.001
C -0.479770 0.155050 5.575839 0.012 0.005 0.002
C 0.231634 -0.803626 6.270078 -0.007 0.002 0.006
C 1.238135 -1.503449 5.616611 0.004 0.003 -0.010
C 1.485048 -1.202163 4.289593 0.004 0.002 0.005
N 0.800871 -0.280991 3.617914 -0.063 -0.063 -0.003
H -2.528857 2.568857 -1.919979 -0.006 0.005 0.000
H -2.964266 -1.865595 -3.003859 -0.003 -0.003 -0.003
H -1.958502 -4.085599 -3.636677 0.000 0.000 0.000
H 0.359479 -4.603869 -2.841281 -0.002 -0.002 -0.001
H 1.539897 -2.904926 -1.460129 0.005 -0.004 0.000
H -1.693831 3.851616 2.751716 0.001 0.003 0.020
H -1.269759 0.740559 6.022520 0.000 -0.003 -0.001
H 0.005074 -1.010396 7.308930 0.001 0.000 0.000
H 1.816193 -2.266557 6.119890 0.002 -0.003 0.003
H 2.256977 -1.723277 3.732816 -0.001 -0.005 -0.001
C -1.703524 -1.980178 2.427032 -0.072 0.026 -0.025
O -0.742926 -1.951443 1.421672 0.073 -0.113 0.027
H -2.435578 -2.776333 2.227280 0.009 -0.013 0.007
H -2.273024 -1.042089 2.508762 0.006 0.008 0.005
H -1.272515 -2.185793 3.422243 -0.006 0.004 -0.001
C 0.849596 2.296519 -2.424442 0.039 0.015 -0.028
C 2.084983 1.606362 -1.910651 -0.072 0.038 -0.031
O 2.693174 2.028865 -0.952063 0.040 -0.029 -0.004
C 2.569290 0.376354 -2.627953 -0.007 0.011 0.031
C 2.051616 -0.015084 -3.857918 -0.002 0.002 0.005
C 2.543157 -1.144740 -4.496161 -0.021 -0.012 0.014
C 3.543637 -1.897410 -3.899284 -0.006 -0.009 0.003
C 4.053611 -1.519552 -2.663002 0.004 0.007 0.008
C 3.571093 -0.384850 -2.032630 -0.001 0.005 -0.009
H 0.530450 3.048068 -1.706510 0.013 -0.020 -0.004
H 0.040158 1.586025 -2.591602 -0.012 0.005 0.003
H 1.075764 2.781433 -3.378091 -0.011 0.006 -0.005
H 1.258076 0.556626 -4.320242 -0.010 0.003 -0.001
H 2.134734 -1.443830 -5.452887 -0.002 -0.002 -0.002
H 3.920875 -2.784503 -4.392855 0.000 -0.004 -0.002
H 4.826986 -2.112823 -2.191425 0.004 -0.002 0.001
H 3.951743 -0.067025 -1.071009 0.002 -0.002 0.006
```
Forces are in eV/Å.

No. 4
The following is a DFT calculation (ωB97M-V/def2-TZVPD) of C15H29EuINO2P2 as an isolated structure.

Values from the calculation:
<S²>: 12.055
Net charge: +2
Spin multiplicity: 7
Kohn-Sham gap (alpha / beta) (eV): 5.29 / 5.38

Structure (XYZ):
```
51
Properties=species:S:1:pos:R:3:forces:R:3
C -0.462995 -1.066498 -3.918542 -0.004 -0.094 -0.959
C -0.428767 0.115960 -3.075783 0.045 3.545 1.897
H -0.450248 -0.592615 -4.885221 -0.014 -0.664 -1.149
H -1.380712 -1.656115 -3.767663 0.198 0.279 -0.099
H 0.418214 -1.706911 -3.766751 -0.149 0.270 -0.099
O -0.398424 1.316318 -3.117040 -0.056 -2.928 -1.086
I -0.568752 -1.209863 2.178982 -1.381 -3.068 0.051
Eu -0.477182 -1.025324 -0.834982 1.362 -0.528 2.971
P 2.224021 -0.630772 -0.750062 -4.242 0.189 -0.128
C 2.785798 0.922566 -0.219588 4.234 1.340 -1.874
C 2.547638 -1.957960 0.410282 1.016 -0.279 -0.422
H 3.592287 -2.187215 0.178211 -0.035 -0.839 0.407
H 3.862760 -1.071888 -2.140493 0.458 -0.373 -1.404
H 1.879750 -2.818708 0.363617 0.179 -0.155 -0.548
H 2.392946 -2.013749 -2.665907 0.305 -0.173 -0.148
H 2.475969 1.265723 0.716379 -0.448 0.106 0.987
H 2.461122 -1.619276 1.430630 -0.095 -0.005 -0.068
C 2.797766 -1.049756 -2.375531 1.259 0.228 0.864
H 3.945936 0.772578 -0.133361 -1.736 1.090 -0.543
H 2.507113 -0.248749 -3.050064 0.327 -0.033 -0.176
H 2.474335 1.757530 -0.909286 0.717 -1.031 0.184
P -3.071780 -0.480787 -0.717589 2.763 0.180 0.391
C -3.559938 1.101881 -0.164756 -1.575 0.367 0.258
C -3.703513 -0.857689 -2.322704 -1.193 0.046 0.162
H -2.919155 -2.649474 0.390554 -0.157 0.000 -0.022
H -4.569136 -1.940102 0.198595 -0.046 -0.545 0.562
H -3.429109 -1.338681 1.483792 -0.155 -0.203 -0.358
C -3.525097 -1.744196 0.468244 -1.212 0.194 -0.192
H -3.372882 -1.841993 -2.651399 -0.281 -0.099 -0.019
H -4.778417 -0.831115 -2.128087 -0.273 -0.268 -1.029
H -4.649039 1.007886 -0.120636 -0.161 0.834 0.150
H -3.245946 1.880712 -0.853895 -0.172 0.047 -0.145
H -3.394310 -0.094211 -3.032519 -0.223 0.070 -0.078
H -3.166823 1.326294 0.827531 -0.231 -0.286 -0.384
C -0.484681 1.627310 -0.517092 0.839 5.425 1.372
O -0.363587 2.753782 -0.198170 -0.611 -5.254 -2.598
C 3.637164 -0.038758 2.450045 1.198 0.432 -1.304
C 2.187240 0.096757 2.401303 -5.604 2.846 1.511
C 1.688748 0.931239 3.367685 2.063 -1.035 -0.728
C 0.671308 1.793938 3.151268 -3.099 1.099 0.689
C -0.142546 1.521709 2.070606 5.414 -0.739 1.091
C -1.519860 2.044829 2.182253 -0.844 0.015 1.045
N 0.681764 0.614434 1.316552 -0.963 0.570 -1.158
H 3.777372 -0.641652 3.316340 0.363 -0.646 0.795
H 4.019721 0.945877 2.646850 0.817 0.255 -0.024
H 4.184450 -0.475570 1.624611 -0.083 -0.182 0.040
H 2.263085 1.042174 4.221825 1.037 0.138 1.867
H 0.247991 2.432252 3.904594 0.468 0.287 0.477
H -1.578646 2.543597 3.159595 0.213 0.042 -0.314
H -1.913574 2.782738 1.486255 0.161 -0.455 -0.294
H -2.169386 1.191542 2.370541 -0.395 -0.014 -0.419
```
Forces are in eV/Å.

No. 5
The following is a DFT calculation (ωB97M-V/def2-TZVPD) of CsO4S as an isolated structure.

Values from the calculation:
Net charge: -1
Spin multiplicity: 1
Kohn-Sham gap (eV): 6.14

Structure (XYZ):
```
6
Properties=species:S:1:pos:R:3:forces:R:3
Cs 12.376610 -25.273052 8.559378 9.275 11.255 -1.252
S 11.012277 -27.362648 9.375448 -5.094 -7.825 3.966
O 11.112386 -26.739646 8.102683 -5.271 -4.115 -6.866
O 9.619679 -27.815571 9.562511 0.423 0.682 0.343
O 11.899031 -28.520749 9.380717 1.151 0.150 0.366
O 11.391086 -26.340283 10.338867 -0.483 -0.147 3.444
```
Forces are in eV/Å.

No. 6
The following is a DFT calculation (ωB97M-V/def2-TZVPD) of CH14O11V as an isolated structure.

Values from the calculation:
<S²>: 0.765
Net charge: 0
Spin multiplicity: 2
Kohn-Sham gap (alpha / beta) (eV): 7.36 / 7.46

Structure (XYZ):
```
27
Properties=species:S:1:pos:R:3:forces:R:3
O 4.489740 -25.154310 -2.781960 -1.676 0.408 -1.140
V 3.452083 -25.776810 -3.874101 1.210 2.157 -2.242
C 2.287192 -26.877293 -5.660303 -1.321 6.489 -6.844
O 3.159740 -25.888264 -5.875719 4.961 0.845 2.587
O 1.613926 -26.919793 -6.662978 -2.382 -4.554 -1.170
O 1.979225 -26.846157 -4.480386 -2.197 -3.710 6.679
O 5.094794 -26.854705 -4.501449 1.539 -1.246 0.454
H 5.831652 -26.937749 -3.868173 -0.671 0.097 0.145
H 5.568660 -26.660003 -5.311577 -0.652 0.323 -0.787
O 7.077597 -24.425655 -3.355106 0.224 -0.735 0.119
H 6.554908 -24.922862 -2.688174 0.360 0.503 -0.320
H 7.481518 -25.116430 -3.901091 0.008 0.448 0.164
O 3.116401 -27.015288 -2.158976 -0.041 -1.858 2.678
H 2.326877 -27.416436 -1.760902 -0.453 0.147 -1.084
H 3.739395 -27.265080 -1.427803 -0.030 0.903 -1.365
O 4.294851 -23.716299 -4.782951 -0.706 -0.528 -3.829
H 4.312099 -23.261439 -5.693295 -0.180 -1.102 2.374
H 4.514137 -23.125756 -4.086229 0.692 1.206 1.037
O 4.807539 -22.305147 -2.584495 1.309 1.600 1.538
H 5.536070 -22.615766 -2.008616 -0.479 -1.023 -0.531
H 5.023855 -21.358925 -2.426085 -0.859 -0.366 -0.729
O 1.885838 -24.473887 -3.283488 -1.287 0.078 0.361
H 0.921643 -24.651054 -3.277462 0.805 -0.268 -0.484
H 2.029241 -24.003287 -2.460539 0.510 0.296 0.185
O 5.727373 -25.201180 -0.905506 2.739 0.648 2.166
H 5.549936 -25.888306 -0.292451 -0.074 -0.785 0.989
H 4.995909 -25.132437 -1.509397 -1.347 0.027 -0.949
```
Forces are in eV/Å.

No. 7
The following is a DFT calculation (ωB97M-V/def2-TZVPD) of one molecule with the formula C3H4N2O.

Values from the calculation:
SMILES: O=C1C=NCN1
Net charge: 0
Spin multiplicity: 1
Kohn-Sham gap (eV): 10.22

Structure (XYZ):
```
10
Properties=species:S:1:pos:R:3:forces:R:3
O -0.488726 -1.727223 -1.373460 -0.297 -1.333 0.148
C -0.348198 -0.926608 -0.478273 -0.143 -0.797 -2.270
C 0.436609 -1.028254 0.766629 0.004 0.436 0.524
N 0.720545 0.130470 1.212047 -0.076 -0.282 0.068
C 0.120083 1.083017 0.304728 1.829 1.824 -1.444
N -0.686118 0.367245 -0.616836 -0.777 -0.117 1.091
H 0.778384 -1.955113 1.214460 -0.023 0.103 -0.072
H 0.995344 1.447347 -0.399571 -1.256 0.252 1.974
H -0.428826 1.872173 0.828017 0.499 0.035 -0.065
H -1.099097 0.736944 -1.457741 0.241 -0.123 0.046
```
Forces are in eV/Å.

The energy relative to the best compared isomer or geometry (same formula, charge and spin) results, record by record, are as follows: 173.85, 6.98, 0.00, 261.21, 78.85, 0.00, 23.94 kcal/mol.
The maximum force results, record by record, are as follows: 10.5, 0.3, 0.1, 6.5, 14.6, 9.5, 3.0 eV/A.